The following is a DFT calculation (ωB97M-V with the def2-TZVPD basis set) of a 7-piece molecular cluster, C29H58N2O19 overall in a non-equilibrium geometry.

SMILES string: NC[C@H]1CNC(=O)C1.CCOC(=O)OC.CCOC(=O)OC.CCOC(=O)OC.CCOC(=O)OC.CCOC(=O)OC.CCOC(=O)OC
Kohn-Sham gap: 9.97 eV

The geometry in ORCA input format:
```
! RIJCOSX wB97M-V def2-TZVPD def2/J DEFGRID3
* xyz 0 1
N -1.944 0.878 1.465
C -1.743 -0.469 0.741
C -0.144 -0.810 0.863
C 0.364 -2.357 1.056
N 1.849 -2.215 0.660
C 2.153 -0.894 -0.075
O 3.355 -0.342 -0.261
C 0.638 -0.346 -0.524
H -1.613 0.662 2.453
H -1.147 1.468 1.077
H -2.424 -1.308 1.228
H -2.005 -0.308 -0.413
H 0.398 -0.203 1.723
H 0.462 -2.698 2.195
H -0.305 -3.079 0.423
H 2.261 -1.976 1.609
H 0.392 -0.920 -1.518
H 0.644 0.821 -0.768
C -2.448 6.218 6.326
C -3.735 5.765 5.659
O -3.698 6.021 4.250
C -2.972 5.144 3.513
O -2.366 4.172 3.939
O -3.008 5.552 2.219
C -2.199 4.767 1.344
H -2.238 7.266 6.087
H -2.515 6.108 7.412
H -1.591 5.635 5.975
H -4.574 6.338 6.064
H -3.943 4.707 5.857
H -2.435 3.702 1.433
H -1.141 4.947 1.557
H -2.406 5.081 0.317
C 4.083 4.834 9.232
C 3.557 6.149 8.684
O 3.649 6.181 7.254
C 2.691 5.486 6.589
O 1.774 4.857 7.095
O 2.947 5.585 5.260
C 2.065 4.816 4.445
H 5.095 4.640 8.863
H 4.099 4.849 10.325
H 3.462 3.993 8.910
H 4.175 6.971 9.059
H 2.529 6.343 9.012
H 1.018 5.043 4.667
H 2.267 3.750 4.584
H 2.258 5.072 3.399
C -5.918 -1.097 -4.184
C -4.433 -1.359 -4.368
O -3.868 -1.948 -3.191
C -4.111 -3.273 -3.024
O -4.750 -3.989 -3.779
O -3.545 -3.658 -1.852
C -3.809 -5.017 -1.504
H -6.096 -0.505 -3.281
H -6.327 -0.563 -5.046
H -6.474 -2.032 -4.065
H -3.915 -0.407 -4.526
H -4.237 -1.982 -5.248
H -3.540 -5.695 -2.319
H -4.864 -5.133 -1.238
H -3.201 -5.268 -0.631
C 1.104 -9.916 -3.949
C -0.234 -9.197 -3.919
O -0.299 -8.282 -2.818
C 0.362 -7.109 -2.991
O 0.986 -6.772 -3.986
O 0.235 -6.384 -1.851
C 0.968 -5.160 -1.862
H 1.307 -10.391 -2.984
H 1.116 -10.679 -4.732
H 1.925 -9.218 -4.138
H -1.035 -9.928 -3.770
H -0.439 -8.682 -4.865
H 0.727 -4.560 -2.744
H 2.041 -5.370 -1.819
H 0.690 -4.589 -0.972
C 4.339 -8.037 -4.936
C 4.337 -7.446 -3.536
O 5.294 -8.108 -2.700
C 6.587 -7.740 -2.885
O 6.993 -6.908 -3.681
O 7.358 -8.484 -2.052
C 8.759 -8.265 -2.214
H 4.197 -9.122 -4.896
H 3.545 -7.595 -5.544
H 5.295 -7.861 -5.439
H 3.355 -7.603 -3.079
H 4.516 -6.365 -3.552
H 9.006 -7.203 -2.143
H 9.089 -8.675 -3.173
H 9.280 -8.795 -1.412
C -1.866 9.261 -4.479
C -1.071 9.396 -3.192
O -1.939 9.632 -2.077
C -2.587 8.540 -1.597
O -2.489 7.399 -2.021
O -3.390 8.943 -0.580
C -4.207 7.902 -0.045
H -2.519 10.128 -4.621
H -1.197 9.175 -5.340
H -2.511 8.378 -4.456
H -0.407 10.263 -3.265
H -0.437 8.520 -3.013
H -3.608 7.034 0.241
H -4.973 7.621 -0.774
H -4.705 8.287 0.850
*
```

Results of the Mulliken charge analysis, in e, for atoms 1 through 6: number 1, N, carries -0.558; number 2, C, carries -0.319; number 3, C, carries 0.128; number 4, C, carries -0.551; number 5, N, carries -0.393; number 6, C, carries 0.399